Computed, not measured: a structure of composition C31H28CoN7O4S3, with ωB97M-V/def2-TZVPD.

The geometry in ORCA input format:
```
! RIJCOSX wB97M-V def2-TZVPD def2/J DEFGRID3
* xyz 1 4
Co -0.375 0.243 1.069
C 6.679 9.208 -6.474
O 5.269 9.038 -6.486
C 4.741 8.065 -5.718
C 3.351 7.935 -5.773
C 2.719 6.969 -5.024
C 3.450 6.110 -4.198
C 4.832 6.244 -4.155
C 5.482 7.211 -4.905
C 2.808 5.079 -3.384
N 3.435 4.138 -2.713
C 2.448 3.412 -2.103
C 1.203 3.916 -2.407
N 1.448 4.988 -3.229
C -0.009 3.396 -1.867
C -1.299 3.910 -2.082
C -2.368 3.332 -1.448
C -2.151 2.225 -0.621
N -0.952 1.711 -0.425
C 0.118 2.294 -1.008
C 1.422 1.758 -0.668
N 1.453 0.744 0.225
C 2.622 0.260 0.609
C 3.834 0.743 0.110
C 3.823 1.767 -0.804
C 2.592 2.303 -1.209
H 6.886 10.029 -7.152
H 7.186 8.307 -6.827
H 7.035 9.464 -5.474
H 2.794 8.601 -6.418
H 1.642 6.883 -5.107
H 5.402 5.574 -3.525
H 6.558 7.289 -4.850
H 0.772 5.618 -3.623
H -1.447 4.765 -2.729
H -3.369 3.721 -1.566
H -2.973 1.759 -0.094
H 2.593 -0.541 1.337
H 4.761 0.308 0.456
H 4.734 2.189 -1.205
C -2.563 -2.889 -1.465
S -1.919 -1.242 -1.251
C -0.558 -1.321 -2.406
O -1.269 -1.307 0.129
H -1.770 -3.609 -1.270
H -2.947 -2.986 -2.480
H -3.373 -3.012 -0.749
H -0.957 -1.427 -3.414
H 0.084 -2.161 -2.145
H -0.013 -0.381 -2.323
N 4.209 4.959 0.609
C 3.018 4.593 1.208
C 1.801 5.109 0.755
C 0.605 4.662 1.293
C 0.612 3.704 2.294
C 1.819 3.207 2.778
C 3.010 3.643 2.238
S -0.901 3.071 2.943
O -1.951 3.610 2.126
O -0.916 3.250 4.369
N -0.799 1.488 2.629
C -0.396 0.562 3.542
S -0.376 0.580 5.261
C 0.173 -1.063 5.242
C 0.303 -1.513 3.979
N 0.001 -0.585 3.006
H 4.198 5.795 0.049
H 5.042 4.859 1.166
H 1.802 5.870 -0.018
H -0.342 5.048 0.941
H 1.822 2.489 3.590
H 3.950 3.255 2.615
H 0.370 -1.593 6.159
H 0.627 -2.501 3.691
*
```

Its molecular weight is 717.74 g/mol. The orbital gap (alpha / beta) comes out at 7.02 / 7.00 eV. The relative energy (zero: lowest compared OMol25 entry of this formula, charge and spin) comes out at 0.00 kJ/mol.

Here are the Mulliken charges for atoms 1 to 2, given in e:
1 Co 0.26
2 C -0.85